Run A
{
  "formula": "C4H9N2O2S",
  "method": "ωB97M-V/def2-TZVPD",
  "smiles": "C=[NH+]/C=N/C=[S@@](C)(=O)O",
  "e_homo_ha": [-0.4280, -0.4304],
  "charge": 1,
  "species": ["C", "N", "C", "N", "C", "S", "C", "O", "O", "H", "H", "H", "H", "H", "H", "H", "H", "H"],
  "positions_angstrom": [[-3.022, -0.767, 2.212], [-2.128, 0.247, 1.974], [-1.064, 0.266, 1.149], [-0.391, -0.797, 0.859], [0.586, -0.908, 0.065], [1.369, 0.484, -0.835], [1.739, -0.229, -2.412], [0.542, 1.589, -1.009], [2.843, 0.989, -0.429], [-3.919, -0.470, 2.835], [-2.928, -1.730, 1.692], [-2.384, 1.091, 2.339], [-0.788, 1.268, 0.879], [0.940, -1.882, -0.186], [1.907, 0.592, -3.172], [2.701, -0.879, -2.572], [1.019, -0.860, -2.947], [2.977, 1.997, -0.443]],
  "lowdin_charge": [0.15, 0.04, -0.21, 0.04, -0.24, 0.83, -0.17, -0.27, -0.19, 0.12, 0.10, 0.12, 0.12, 0.09, 0.10, 0.13, 0.08, 0.16]
}

=====

Run B
{
  "formula": "C4H9N2O2S",
  "method": "ωB97M-V/def2-TZVPD",
  "e_homo_ha": [-0.5135, -0.4642],
  "charge": 1,
  "species": ["C", "C", "C", "C", "N", "N", "O", "O", "S", "H", "H", "H", "H", "H", "H", "H", "H", "H"],
  "positions_angstrom": [[3.383, -1.171, 0.342], [-0.541, 0.257, -1.118], [-0.853, 0.714, 0.880], [-0.656, -0.661, 0.182], [0.199, -1.585, 0.703], [-0.157, 1.426, -0.189], [2.468, 1.192, 0.236], [3.768, -0.774, -0.856], [3.757, 0.529, 0.230], [3.696, -2.071, 0.952], [0.200, -0.058, -1.855], [-1.618, 0.593, -1.486], [-1.982, 1.036, 0.937], [-0.328, 0.784, 1.816], [-1.627, -1.178, 0.239], [0.602, -2.176, -0.014], [0.917, 1.355, -0.298], [-0.431, 2.287, -0.596]],
  "lowdin_charge": [-0.29, -0.02, -0.08, -0.40, 0.18, 0.05, -0.50, -0.24, 1.07, 0.12, 0.13, 0.17, 0.18, 0.12, 0.16, 0.06, 0.12, 0.16]
}

=====

The winner here is run A, beating the second structure by 2.186 eV.

=====

Run A
{
  "formula": "C3H7NS",
  "method": "ωB97M-V/def2-TZVPD",
  "smiles": "C=NS.C=C",
  "e_homo_ha": -0.3300,
  "charge": 0,
  "species": ["C", "N", "S", "H", "H", "H", "C", "C", "H", "H", "H", "H"],
  "positions_angstrom": [[0.766, -1.007, 0.372], [0.366, -1.359, 1.513], [0.769, -0.256, 2.800], [1.278, -0.071, 0.203], [0.673, -1.606, -0.594], [-0.255, -0.544, 3.545], [-1.267, 0.192, -0.660], [-0.541, 0.885, -1.519], [-1.321, 0.472, 0.434], [-1.754, -0.792, -0.915], [-0.712, 0.603, -2.534], [0.091, 1.721, -1.193]],
  "lowdin_charge": [-0.28, -0.41, 0.70, 0.04, 0.10, -0.19, -0.14, -0.09, 0.07, 0.09, 0.04, 0.07]
}

=====

Run B
{
  "formula": "C3H7NS",
  "method": "ωB97M-V/def2-TZVPD",
  "smiles": "SC1CNC1",
  "e_homo_ha": -0.3191,
  "charge": 0,
  "species": ["S", "C", "C", "N", "C", "H", "H", "H", "H", "H", "H", "H"],
  "positions_angstrom": [[-0.116, 1.667, -0.398], [0.473, 0.135, 0.423], [-0.695, -0.789, 0.993], [-0.244, -1.927, -0.056], [0.814, -1.112, -0.504], [-0.554, 2.896, 0.466], [1.276, 0.823, 1.077], [-1.486, -0.143, 0.656], [-0.840, -1.316, 1.981], [-0.976, -2.536, -0.729], [0.810, -0.923, -1.771], [1.777, -1.388, -0.383]],
  "lowdin_charge": [0.58, -0.63, -0.15, -0.11, -0.32, -0.04, 0.12, 0.04, 0.11, 0.18, 0.16, 0.04]
}

=====

The winner here is run A, beating the second structure by 2.001 eV.